# 1
ORCA calculation (ωB97M-V with the def2-TZVPD basis set) on a cluster of 2 separate species, C5H10N2O in total at a distorted geometry.

Summary:
Total energy   -10371.4309 eV
Energy above the lowest of the compared OMol25 structures with the same formula, charge and spin   373.81 kJ/mol
SMILES string   [H]/N=C\NC.C=C=CO
Max |F|   4.07 eV Å⁻¹
Highest occupied orbital energy   -0.309 Ha

Element x y z (Å)
H -1.3531 -0.8056 1.3447
N -1.8379 0.0912 1.2995
C -1.1196 0.9947 0.7380
N 0.2502 1.1846 0.8433
C 0.9324 2.4519 0.8762
H -1.6187 1.9638 0.6686
H 0.8196 0.3525 0.9308
H 1.6150 2.5702 0.0299
H 1.5282 2.5437 1.7899
H 0.2242 3.2792 0.8448
C -0.9704 -2.8991 -1.3243
C -0.4558 -1.7044 -1.2459
C 0.5094 -0.8081 -1.4022
O 1.6710 -0.7951 -0.6784
H -1.7544 -3.2209 -0.6531
H -0.5454 -3.6891 -1.9276
H 0.3667 0.0916 -1.9835
H 1.7386 -1.6012 -0.1506

Atomic forces in eV per Å
H 0.3 0.1 0.6
N -0.2 -0.7 -2.2
C 0.4 1.7 3.7
N -0.5 -1.1 -0.8
C 0.2 0.1 -0.4
H -0.1 0.1 -0.7
H -0.1 0.3 0.0
H 0.0 0.0 0.0
H -0.1 0.0 0.0
H -0.1 -0.1 0.1
C -0.3 -0.2 0.9
C 1.7 0.1 -0.7
C -1.2 -0.3 0.3
O 0.3 0.0 0.1
H -0.3 0.1 0.0
H 0.0 0.1 -0.4
H 0.2 0.0 -0.1
H -0.1 -0.1 -0.2

=====

# 2
ORCA calculation (ωB97M-V with the def2-TZVPD basis set) on a cluster of 2 separate species, C14H26NO2S in total at a distorted geometry.

Summary:
Total energy   -31351.4321 eV
Spin multiplicity   2
Max |F|   7.19 eV Å⁻¹
Highest occupied orbital energy (alpha / beta)   -0.326 / -0.326 Ha

Element x y z (Å)
C -3.6806 0.3277 0.5053
C -2.3545 0.3344 0.5684
C -0.7270 0.1815 0.5014
C -0.3789 -1.2034 1.2526
S -1.2984 -2.6876 0.5199
C 0.1112 -3.6963 -0.2385
C -0.4607 -5.2049 -0.3849
C -0.1244 1.4920 1.2348
C 1.3856 1.8713 0.8056
C 2.5012 0.9840 1.6327
C 1.6213 3.4106 1.3438
N 1.6380 1.9196 -0.6713
O 0.9032 2.9553 -1.1195
C 1.1616 0.7044 -1.4037
C 1.1496 1.1246 -2.9978
C 2.1495 -0.5804 -1.3136
C -0.3446 0.2327 -1.0680
H -4.7560 -0.0784 0.3989
H 0.7468 -1.4087 1.3950
H -0.8153 -1.1049 2.3324
H 1.0414 -3.6917 0.4421
H 0.3769 -3.2160 -1.2533
H -1.6230 -5.1031 -0.4547
H -0.1983 -5.8435 0.5348
H -0.1057 -5.6401 -1.3869
H -0.1502 1.2640 2.3812
H -0.8017 2.4089 1.0636
H 1.9014 0.2315 2.2606
H 3.0908 1.6414 2.3965
H 3.2947 0.5173 0.9453
H 0.6430 4.0270 1.2368
H 2.4828 3.9128 0.7371
H 1.8942 3.4351 2.4748
H 1.4627 0.1780 -3.6010
H 1.9372 1.9306 -3.2465
H 0.0912 1.3985 -3.3714
H 2.0029 -1.1697 -0.3370
H 3.2397 -0.1937 -1.3209
H 1.9769 -1.3478 -2.1761
H -0.4515 -0.8494 -1.4950
H -1.1285 0.8782 -1.6302
O -6.6843 1.9670 1.1583
H -5.8277 1.5207 1.1114
H -6.8927 2.1704 0.2373

Atomic forces in eV per Å
C 7.1 -1.2 0.2
C -6.2 -0.8 -0.6
C -1.6 1.0 -0.4
C -0.6 0.5 1.2
S 2.1 0.4 0.2
C 0.2 -0.4 -0.1
C -0.7 1.0 -0.4
C 0.0 -0.5 0.4
C 1.5 1.5 3.1
C -0.3 0.3 0.1
C -0.3 0.2 0.1
N -3.8 0.5 0.5
O 1.6 -1.2 0.1
C -0.1 -1.7 -2.9
C 0.3 -1.1 -0.3
C 0.4 0.2 0.7
C -0.3 -0.6 -0.1
H 2.4 1.1 0.3
H -1.8 0.3 -0.6
H 0.8 -0.1 -1.9
H -1.5 0.2 -1.0
H -0.4 -1.0 1.6
H 2.1 -0.5 0.1
H -0.4 1.0 -1.6
H -0.4 0.4 1.7
H 0.2 0.6 -2.0
H 1.0 -1.6 0.0
H 1.3 0.8 -1.1
H -1.2 -1.1 -1.5
H -1.4 0.4 1.1
H 1.9 -1.0 0.0
H -1.6 -0.9 1.1
H -0.4 -0.3 -2.0
H -0.6 1.6 1.0
H -1.5 -1.2 0.6
H 1.9 -0.1 0.8
H 0.2 1.0 -1.4
H -1.7 -0.8 -0.2
H 0.2 1.7 1.5
H 0.1 1.9 0.7
H 1.5 -0.9 1.1
O 0.1 -0.2 -0.3
H -0.1 0.3 0.1
H 0.0 0.0 0.2

=====

# 3
ORCA calculation (ωB97M-V with the def2-TZVPD basis set) on an isolated molecule of C5H8O at a distorted geometry.

Summary:
Total energy   -7360.2163 eV
Energy above the lowest of the compared OMol25 structures with the same formula, charge and spin   196.73 kJ/mol
SMILES string   C=C(C)[C@@H]1CO1
Max |F|   2.33 eV Å⁻¹
Highest occupied orbital energy   -0.348 Ha

Element x y z (Å)
C -1.0296 1.4226 0.1582
C -0.7945 0.1444 -0.0942
C -1.8576 -0.9392 0.0046
C 0.5691 -0.3773 -0.4071
C 1.6001 -0.5139 0.6050
O 1.6962 0.4740 -0.4171
H -0.2435 2.1668 0.0836
H -1.9899 1.7639 0.4598
H -2.0580 -1.3441 -0.9665
H -2.7938 -0.4495 0.3795
H -1.6117 -1.6787 0.7458
H 0.4885 -1.1935 -1.1725
H 2.3232 -1.3449 0.5717
H 1.3906 -0.1322 1.6362

Atomic forces in eV per Å
C 0.7 0.0 -0.2
C 0.1 -0.3 0.5
C -0.7 2.1 0.7
C -1.1 -1.1 -0.9
C 0.4 -0.1 1.5
O -0.1 -0.1 -0.1
H 0.0 -0.1 0.0
H -0.7 0.2 0.1
H -0.1 -0.6 -0.4
H 0.7 -0.5 -0.5
H 0.3 -0.6 0.0
H 0.6 0.8 0.4
H -0.3 0.5 -0.2
H 0.2 -0.2 -1.0

=====

# 4
ORCA calculation (ωB97M-V with the def2-TZVPD basis set) on a cluster of 5 separate species, C2H12O5 in total at a distorted geometry.

Summary:
Total energy   -12503.7459 eV
Energy above the lowest of the compared OMol25 structures with the same formula, charge and spin   235.08 kJ/mol
SMILES string   C=CO.O.O.O.O
Max |F|   4.51 eV Å⁻¹
Highest occupied orbital energy   -0.349 Ha

Element x y z (Å)
C -2.0037 -3.7431 -0.7015
C -2.2544 -2.4685 -0.9387
O -2.4175 -1.3451 -0.1921
H -2.3836 -4.5028 -1.2842
H -1.2994 -4.0811 0.0895
H -2.8203 -2.2341 -1.8596
H -2.1274 -1.3745 0.8204
O 3.0430 3.9128 2.4609
H 3.1048 4.1087 1.5325
H 2.9263 2.9523 2.2213
O 0.5685 2.2126 -0.9957
H 1.4604 2.2223 -1.1534
H 0.3774 2.2014 -0.0655
O 1.3349 1.1408 1.1136
H 1.0257 1.0439 2.0132
H 0.8879 0.4567 0.5683
O 0.4916 -0.2637 -1.0022
H 0.4644 0.1914 -1.8180
H -0.3785 -0.4302 -0.8090

Atomic forces in eV per Å
C 2.5 0.9 2.7
C -3.0 -0.1 -1.3
O 2.2 0.7 3.5
H -0.4 -1.2 -1.8
H -1.0 0.3 -0.1
H 0.4 -0.2 0.3
H -0.7 -0.5 -3.3
O -0.3 -2.3 -0.7
H 0.2 1.6 -0.8
H 0.0 0.7 1.4
O -4.0 1.4 -1.5
H 3.3 0.1 0.0
H 0.6 0.0 0.5
O 0.0 -0.2 0.7
H 0.0 -0.2 0.3
H 0.6 0.2 0.0
O 3.0 -1.5 0.5
H 0.1 1.1 -1.1
H -3.6 -0.8 0.6

=====

# 5
ORCA calculation (ωB97M-V with the def2-TZVPD basis set) on an isolated molecule of C5H11OP at a distorted geometry.

Summary:
Total energy   -16698.4344 eV
Energy above the lowest of the compared OMol25 structures with the same formula, charge and spin   118.69 kJ/mol
SMILES string   C=C[P@@H](=O)C(C)C
Max |F|   5.00 eV Å⁻¹
Highest occupied orbital energy   -0.351 Ha

Element x y z (Å)
C 2.3179 1.7579 0.6610
C 1.4808 0.9203 1.2434
P 0.8459 -0.7219 0.5775
O 0.4839 -1.7705 1.5598
C -0.5659 -0.1258 -0.5401
C -1.7420 0.2276 0.2998
C -0.8664 -1.3735 -1.4733
H 2.4763 2.7449 1.1064
H 2.6383 1.5232 -0.2384
H 0.8187 1.1181 2.1283
H 1.5919 -1.1821 -0.4918
H -0.2628 0.7208 -1.1336
H -2.3460 -0.6457 0.6541
H -1.6983 0.9440 1.1202
H -2.3617 0.7200 -0.4800
H -1.0866 -0.9875 -2.4497
H -1.6954 -1.8319 -1.0478
H -0.0284 -2.0378 -1.4959

Atomic forces in eV per Å
C -2.2 1.3 4.3
C -1.7 -1.8 0.7
P -1.1 1.8 -0.9
O 0.1 0.3 0.1
C 1.8 -2.4 1.2
C -2.8 0.2 -0.9
C 0.9 2.6 0.6
H 0.2 -0.3 -0.4
H 2.2 -0.9 -4.1
H 1.2 0.2 -0.5
H 1.2 0.0 -0.1
H 0.5 0.3 -0.1
H 0.8 0.6 -0.2
H 0.7 0.0 0.0
H -0.5 -0.1 0.8
H -0.2 -0.2 -0.6
H -1.5 -1.2 0.4
H 0.4 -0.5 -0.3

=====

# 6
ORCA calculation (ωB97M-V with the def2-TZVPD basis set) on a structure of composition C5H8BeO3 at a distorted geometry.

Summary:
Total energy   -11849.8935 eV
Energy above the lowest of the compared OMol25 structures with the same formula, charge and spin   0.00 kJ/mol
Net charge   +1
Spin multiplicity   2
Max |F|   3.96 eV Å⁻¹
Highest occupied orbital energy (alpha / beta)   -0.441 / -0.566 Ha

Element x y z (Å)
Be 1.4691 1.6285 -0.2223
O 0.1616 1.5983 -0.9380
O -0.0941 -0.6819 -0.8467
C 1.2002 -1.2735 -0.8098
C 1.7201 -0.9045 0.5697
O 1.2413 0.4264 0.7321
C -0.1124 0.5441 -0.1958
H 1.0839 -2.3528 -0.9523
H 1.8353 -0.8491 -1.6045
H 2.8138 -0.9355 0.6367
H 1.2739 -1.5455 1.3436
C -1.3547 0.6553 0.6913
C -2.6016 0.7701 -0.1120
H -1.3829 -0.2284 1.3426
H -1.2040 1.5513 1.3125
H -2.8420 1.7064 -0.6167
H -3.2073 -0.1094 -0.3304

Atomic forces in eV per Å
Be -0.7 -0.2 -0.1
O 2.1 1.4 0.0
O 0.1 0.5 0.6
C 0.2 -0.1 -0.3
C 0.4 -1.3 -0.1
O 0.3 1.6 -0.1
C -2.8 -2.8 -0.1
H 0.1 0.3 0.0
H -0.1 -0.2 0.1
H -0.3 0.1 0.1
H 0.1 0.4 -0.1
C 0.4 0.1 0.5
C -0.1 0.0 -0.5
H 0.1 0.2 -0.2
H -0.1 -0.2 -0.1
H 0.1 -0.3 0.2
H 0.3 0.3 0.1

=====

# 7
ORCA calculation (ωB97M-V with the def2-TZVPD basis set) on a structure of composition C42H49IrN4O8P2Te.

Summary:
Total energy   -95406.8203 eV
Energy above the lowest of the compared OMol25 structures with the same formula, charge and spin   0.00 kJ/mol
Net charge   -1
Spin multiplicity   6
Max |F|   0.42 eV Å⁻¹
Highest occupied orbital energy (alpha / beta)   -0.148 / -0.200 Ha

Element x y z (Å)
Ir -0.9400 0.0421 1.6039
O -5.1148 -0.5503 -0.1940
P -4.3304 -0.7181 1.2014
O -5.0799 -1.5483 2.1462
O -2.8796 -1.0371 0.8686
O -4.3025 0.8386 1.7482
P -3.5224 2.0019 0.9668
O -4.0022 3.3146 1.7503
O -3.9664 2.0342 -0.4528
O -2.0389 1.8942 1.2932
H -4.8595 0.3038 -0.6045
H -4.8479 3.6145 1.3943
C 2.6136 -2.6412 3.6897
C 3.7413 -1.8798 4.3250
C 4.5033 -2.4753 5.3283
C 5.5793 -1.8311 5.9175
C 5.9213 -0.5506 5.5100
C 5.1637 0.0769 4.5368
C 4.0808 -0.5723 3.9464
N 3.3586 0.1067 2.9395
C 1.9919 0.3179 2.9360
N 1.4228 0.1404 4.1510
C 0.0786 0.0403 4.5845
C -1.0087 -0.0461 3.7139
C -2.2660 -0.2212 4.3090
C -2.4412 -0.2623 5.6798
C -1.3380 -0.1512 6.5141
C -0.0669 -0.0067 5.9857
C 1.1205 0.0897 6.9093
N 1.3618 0.7050 1.8735
C 2.1498 1.0282 0.7389
C 2.6075 0.0501 -0.1409
C 3.3596 0.4028 -1.2505
C 3.6624 1.7348 -1.4862
C 3.2049 2.7096 -0.6113
C 2.4429 2.3783 0.5050
C 1.9201 3.4277 1.4411
H 2.8718 -3.6982 3.6206
H 2.3654 -2.2825 2.6921
H 1.6940 -2.5621 4.2741
H 4.2493 -3.4841 5.6331
H 6.1534 -2.3309 6.6874
H 6.7627 -0.0364 5.9562
H 5.3939 1.0886 4.2252
H 3.8655 0.4948 2.1610
H 2.0966 -0.0264 4.8785
H -3.1438 -0.3420 3.6839
H -3.4331 -0.3975 6.0926
H -1.4578 -0.1888 7.5914
H 0.7912 0.0540 7.9467
H 1.6750 1.0232 6.7707
H 1.8300 -0.7358 6.7734
H 2.3490 -0.9807 0.0537
H 3.6945 -0.3635 -1.9385
H 4.2346 2.0179 -2.3615
H 3.4251 3.7546 -0.8021
H 2.1311 4.4260 1.0563
H 2.3770 3.3405 2.4308
H 0.8430 3.3231 1.5842
C -0.3099 -3.4623 -0.4419
C -0.1669 -2.1975 0.3666
O -0.0099 -2.3024 1.6152
N -0.1832 -0.9856 -0.1769
Te -1.7235 -0.1957 -1.6699
C -2.9419 -0.5015 -3.4760
C -3.2078 0.5659 -4.3364
C -2.8139 1.9799 -4.0071
C -3.8889 0.3163 -5.5282
C -4.3360 -0.9513 -5.8623
C -5.0594 -1.2070 -7.1564
C -4.1235 -1.9841 -4.9551
C -3.4414 -1.7777 -3.7619
C -3.2593 -2.9348 -2.8177
C -0.0960 0.4553 -2.8729
C 0.3584 1.7646 -2.6770
C -0.2144 2.6598 -1.6142
C 1.3562 2.2651 -3.5087
C 1.9216 1.4970 -4.5134
C 3.0157 2.0460 -5.3883
C 1.4781 0.1899 -4.6699
C 0.4775 -0.3461 -3.8653
C 0.0593 -1.7717 -4.0900
H -0.0874 -4.3256 0.1804
H 0.3418 -3.4444 -1.3171
H -1.3412 -3.5316 -0.7923
H -2.8543 2.1532 -2.9305
H -3.5043 2.6795 -4.4817
H -1.8044 2.2080 -4.3564
H -4.0910 1.1467 -6.1981
H -5.2136 -0.2809 -7.7103
H -6.0362 -1.6614 -6.9789
H -4.4939 -1.8895 -7.7947
H -4.5094 -2.9750 -5.1754
H -3.9878 -3.7165 -3.0352
H -3.3952 -2.6350 -1.7781
H -2.2605 -3.3708 -2.9145
H -0.2852 2.1534 -0.6526
H -1.2272 2.9911 -1.8637
H 0.4150 3.5409 -1.4855
H 1.7045 3.2816 -3.3540
H 3.1178 3.1237 -5.2603
H 2.8179 1.8461 -6.4429
H 3.9777 1.5881 -5.1446
H 1.9255 -0.4367 -5.4363
H 0.8861 -2.3474 -4.5095
H -0.7846 -1.8311 -4.7817
H -0.2485 -2.2429 -3.1559

Atomic forces in eV per Å
Ir 0.1 0.3 0.1
O 0.1 0.1 0.0
P -0.1 0.0 -0.3
O 0.0 -0.1 0.1
O 0.1 0.0 0.1
O 0.0 0.0 0.0
P 0.0 0.1 0.0
O -0.1 0.1 0.0
O 0.0 0.0 -0.1
O 0.0 0.0 -0.1
H 0.0 -0.1 0.0
H 0.1 -0.1 0.0
C -0.1 0.0 0.0
C 0.1 0.0 0.0
C 0.0 0.0 0.0
C 0.0 0.0 0.0
C 0.0 0.0 0.0
C 0.0 0.0 0.0
C 0.1 0.0 0.0
N -0.1 0.1 0.0
C 0.0 0.0 0.0
N 0.0 -0.1 -0.1
C 0.0 0.0 0.0
C 0.1 -0.3 0.1
C -0.1 0.0 -0.2
C 0.0 0.0 0.1
C 0.0 0.0 0.0
C 0.0 0.0 -0.1
C 0.1 0.0 0.0
N 0.0 0.1 0.0
C 0.0 0.0 0.0
C 0.0 0.0 0.1
C 0.1 0.0 0.0
C 0.1 0.0 0.1
C 0.0 0.0 0.0
C 0.0 -0.1 -0.1
C 0.0 0.1 0.0
H 0.0 0.0 0.0
H 0.0 0.0 0.0
H 0.0 0.0 0.0
H 0.0 0.0 0.0
H 0.0 0.0 0.0
H 0.0 0.0 0.0
H 0.0 0.0 0.0
H 0.0 0.0 -0.1
H 0.0 0.0 0.0
H 0.1 0.0 0.0
H 0.0 0.0 0.0
H 0.0 0.0 0.0
H 0.0 0.0 0.0
H 0.0 0.0 0.0
H 0.0 0.0 0.0
H 0.0 0.0 0.0
H 0.0 0.0 0.0
H 0.0 0.0 0.0
H 0.0 0.0 0.0
H 0.0 0.0 0.0
H 0.0 0.0 0.0
H 0.0 0.0 0.0
C 0.0 0.1 -0.2
C 0.1 -0.2 0.3
O 0.1 -0.2 -0.1
N -0.3 0.1 0.3
Te 0.0 0.0 -0.4
C 0.0 -0.1 0.0
C 0.0 0.0 0.0
C 0.0 0.0 0.0
C 0.0 0.0 0.0
C 0.0 0.0 0.0
C 0.0 0.0 0.0
C 0.0 0.0 0.0
C 0.0 0.1 0.0
C 0.0 -0.1 0.0
C 0.0 0.1 0.0
C -0.1 0.0 -0.1
C 0.0 0.1 0.0
C -0.1 0.0 -0.1
C 0.0 0.0 0.0
C 0.0 0.0 0.0
C 0.0 0.0 0.0
C 0.0 0.0 0.1
C 0.0 0.0 0.0
H 0.0 0.0 0.0
H 0.0 0.0 0.0
H 0.0 0.0 0.0
H -0.1 0.0 0.0
H 0.0 0.0 0.0
H 0.0 0.0 0.0
H 0.0 0.0 0.0
H 0.0 0.0 0.0
H 0.0 0.0 0.0
H 0.0 0.0 0.0
H 0.0 0.0 0.0
H 0.0 0.0 0.0
H 0.0 0.0 0.0
H 0.0 0.0 0.0
H 0.0 0.0 0.1
H 0.1 0.0 0.0
H 0.0 0.0 0.0
H 0.0 0.0 0.0
H 0.0 0.0 0.0
H 0.0 0.0 0.0
H 0.0 0.0 0.0
H 0.0 0.0 0.0
H 0.0 0.0 0.0
H 0.0 0.0 0.0
H 0.0 0.0 0.0

=====

# 8
ORCA calculation (ωB97M-V with the def2-TZVPD basis set) on a cluster of 2 separate species, C8H10O2 in total at a distorted geometry.

Summary:
Total energy   -12550.2888 eV
Energy above the lowest of the compared OMol25 structures with the same formula, charge and spin   325.39 kJ/mol
SMILES string   c1ccccc1.CC(=O)O
Max |F|   5.62 eV Å⁻¹
Highest occupied orbital energy   -0.307 Ha

Element x y z (Å)
C 1.2529 -1.3386 0.0431
C 0.4555 -0.1947 -0.1892
C 1.1177 0.9911 -0.2878
C 2.5516 1.1816 -0.0444
C 3.2856 -0.0503 0.0945
C 2.5821 -1.2648 0.2313
H 0.6724 -2.2275 0.1075
H -0.6353 -0.3519 -0.6490
H 0.3950 1.9108 -0.5882
H 2.9162 2.2409 -0.2188
H 4.3685 -0.0020 0.1883
H 3.3250 -2.0995 0.4900
C -3.2200 0.9934 0.2262
C -2.3709 -0.2640 0.2096
O -1.3103 -0.2849 0.8556
O -2.8711 -1.2304 -0.5386
H -2.7805 1.8057 0.8285
H -3.2102 1.3731 -0.8115
H -4.2240 0.8084 0.5127
H -2.3001 -1.9963 -0.4599

Atomic forces in eV per Å
C -2.1 0.4 0.2
C 0.9 -1.4 -4.2
C -0.3 3.7 -0.1
C -1.8 -1.5 -1.3
C -1.2 2.8 0.4
C 3.7 -0.3 0.4
H 0.1 -1.1 0.1
H 4.8 0.5 0.0
H 2.2 -1.9 0.8
H 0.1 -1.7 0.5
H -0.2 -0.2 0.0
H -1.8 0.7 -0.6
C 1.3 0.5 -1.3
C 0.6 2.4 3.7
O -5.4 -1.2 1.1
O 0.1 -0.1 -0.3
H -0.1 -0.8 0.0
H -0.3 -0.1 0.2
H -0.9 -0.3 0.2
H 0.3 -0.5 0.0